1.
ORCA calculation (the ωB97M-V functional and the def2-TZVPD basis) on an isolated molecule of C5H10O.

The geometry in XYZ format:
```
16
Properties=species:S:1:pos:R:3:forces:R:3:lowdin_charge:R:1
O 2.644 0.274 0.168 -0.19 0.13 -0.05 -0.06
H -1.361 -1.803 -0.766 0.26 0.20 0.16 0.10
H -0.238 1.349 0.920 -0.11 0.15 -0.16 0.11
H 2.413 1.196 0.350 0.11 -0.24 -0.09 0.08
C -0.363 1.057 -0.131 0.02 0.30 0.00 -0.17
H 1.770 -1.566 0.378 0.68 -0.20 0.44 0.12
H 0.625 -0.470 -1.365 -0.03 0.19 0.14 0.15
H -1.225 -1.335 0.937 0.13 0.15 -0.09 0.11
H -0.041 1.871 -0.783 -0.20 0.06 0.07 0.11
C 1.532 -0.523 0.556 -0.55 -0.41 -0.13 -0.25
H -2.049 0.488 -1.404 0.01 -0.06 0.15 0.10
C -1.729 0.388 -0.362 -0.19 0.09 -0.03 -0.17
H -2.549 0.694 0.292 0.08 -0.07 -0.12 0.10
C -1.067 -0.988 -0.091 0.03 -0.07 0.09 -0.13
H 1.322 -0.340 1.626 -0.17 -0.29 -0.33 0.13
C 0.316 -0.295 -0.326 0.14 0.08 -0.05 -0.32
```
Positions in Å, forces in eV/Å.

- SMILES = OCC1CCC1
- total energy (eV) = -7393.5910
- energy relative to the best compared isomer or geometry (same formula, charge and spin) (kcal/mol) = 27.1
- highest occupied orbital energy (eV) = -10.10

=====

2.
ORCA calculation (the ωB97M-V functional and the def2-TZVPD basis) on an isolated molecule of C22H23N5O5.

The geometry in XYZ format:
```
55
Properties=species:S:1:pos:R:3:forces:R:3:lowdin_charge:R:1
H -7.281 -0.875 -0.736 -0.06 -0.11 0.02 0.12
H -4.301 -2.640 -0.156 0.05 -0.11 0.01 0.08
C -3.075 2.300 -0.532 0.36 0.13 0.07 -0.35
H -5.325 2.891 -1.407 0.03 -0.05 0.03 0.13
C -4.096 0.110 -0.077 0.02 0.13 -0.05 -0.19
N 1.344 0.256 2.046 0.31 -0.41 0.43 0.14
O 3.223 -2.905 -1.730 0.07 0.26 -0.39 -0.06
H 1.248 -0.628 2.525 -0.21 0.00 -0.15 0.05
O 0.920 -1.831 -0.325 0.15 0.13 -0.16 -0.14
N -4.202 1.398 -0.550 0.05 -0.46 0.17 0.11
C 0.450 1.912 0.609 -0.57 0.39 -0.56 -0.03
C -1.907 0.417 0.519 -0.62 0.75 -0.33 -0.19
C -6.405 -0.246 -0.676 0.42 -0.07 0.15 -0.01
O -3.216 3.418 -0.977 0.01 0.00 -0.01 0.09
N -2.991 -0.372 0.439 0.23 -0.28 0.15 0.17
H 3.579 -3.860 0.005 -0.08 0.00 0.04 0.12
H 1.992 -4.220 -0.726 0.10 0.03 0.12 0.12
C -0.319 -2.299 0.144 -0.28 0.05 0.21 -0.18
H 2.764 -1.490 0.436 -0.05 -0.11 0.09 0.11
C 5.917 1.870 -0.942 -0.50 0.04 0.44 -0.03
C -5.369 1.866 -1.070 -0.72 0.25 -0.30 -0.02
C 2.076 -2.334 0.329 0.36 -0.29 -0.20 -0.19
C -5.245 -0.737 -0.151 -0.44 0.03 -0.16 -0.19
H 2.546 -2.320 -2.092 0.03 -0.06 -0.04 0.09
C 0.383 0.635 1.301 -0.19 0.02 0.17 -0.28
H 2.647 1.348 1.610 -0.03 0.13 0.00 0.08
H 1.837 -2.734 1.320 -0.04 0.02 0.06 0.12
N 2.794 2.209 1.081 0.26 -0.01 0.11 0.07
C -5.110 -2.131 0.363 0.03 0.07 0.00 -0.04
H 4.064 3.636 0.311 0.10 -0.15 0.12 0.13
O 1.760 3.655 -0.317 -0.06 0.21 -0.22 0.05
H -0.609 3.391 -0.461 0.09 0.07 -0.02 0.14
C -0.663 2.432 0.032 0.46 -0.10 0.23 0.08
H 4.957 -1.248 -1.274 -0.15 -0.14 0.04 0.10
H -0.192 -1.751 2.254 -0.15 0.05 -0.06 0.11
C 6.139 0.616 -1.563 -0.29 -0.45 0.14 -0.06
H 4.684 2.765 1.738 -0.08 0.02 -0.13 0.13
C 4.845 1.702 -0.116 0.53 0.70 -0.32 -0.25
C 5.187 -0.220 -1.073 0.75 -0.10 -0.59 -0.12
C -6.472 1.083 -1.145 0.25 0.25 0.00 -0.04
H -7.387 1.472 -1.559 -0.03 0.11 -0.05 0.11
N -0.800 -0.106 1.109 0.06 -0.03 -0.02 0.06
H -4.853 -2.111 1.421 0.03 -0.09 0.08 0.09
H -1.025 -2.124 -0.673 -0.02 -0.11 0.11 0.13
C -0.814 -1.530 1.386 0.33 -0.54 -0.14 -0.10
C 4.131 2.658 0.796 -0.04 0.00 -0.02 -0.09
C 1.726 2.678 0.412 0.14 0.00 0.21 -0.45
C -1.892 1.729 0.032 -0.10 -0.41 0.10 -0.05
C 2.728 -3.426 -0.525 -0.42 0.10 0.47 -0.23
H 6.900 0.377 -2.278 0.12 -0.13 -0.17 0.10
O 4.401 0.428 -0.191 -0.35 0.04 0.32 0.03
H -1.841 -1.824 1.602 0.22 -0.04 0.07 0.11
H -6.034 -2.685 0.227 -0.06 -0.04 -0.01 0.08
H -0.289 -3.373 0.367 -0.03 0.04 -0.03 0.13
H 6.473 2.772 -1.092 0.06 0.25 0.00 0.11
```
Positions in Å, forces in eV/Å.

- SMILES = [H]/N=c1/c(C(=O)NCc2ccco2)cc2c(=O)n3cccc(C)c3nc2n1CCOCCO
- total energy (eV) = -40875.5977
- energy relative to the best compared isomer or geometry (same formula, charge and spin) (kcal/mol) = 3.5
- highest occupied orbital energy (eV) = -8.05

=====

3.
ORCA calculation (the ωB97M-V functional and the def2-TZVPD basis) on a structure of composition C14H23CaN3O5.

The geometry in XYZ format:
```
46
Properties=species:S:1:pos:R:3:forces:R:3:lowdin_charge:R:1
C 0.314 -4.627 -0.427 0.31 -1.35 -0.11 -0.04
H 0.813 -4.944 -1.349 -0.07 -0.09 0.39 0.15
O 0.345 -0.514 1.576 -0.44 -0.72 -1.55 -0.14
O 3.375 -1.286 4.736 0.15 1.03 0.93 -0.10
C -1.002 1.581 -3.883 -0.51 0.91 -1.47 0.05
C 3.484 -0.465 5.688 0.67 -1.04 -0.42 -0.54
C -0.436 -3.340 -0.617 -0.34 0.72 -0.33 -0.08
H -0.296 -2.947 -1.625 -0.16 -0.04 0.06 0.15
H 4.517 -2.665 6.737 0.14 0.21 -0.05 0.11
C 1.240 -3.141 1.002 1.22 0.25 1.20 -0.43
H -4.238 3.370 -5.853 0.12 0.06 0.25 0.09
N 0.218 -2.458 0.351 -0.11 0.89 0.34 0.09
C -1.130 -0.524 -0.284 -1.31 0.72 -0.71 -0.04
H -0.105 1.168 -4.347 -0.22 0.06 0.22 0.06
N 1.789 0.815 4.634 0.31 0.83 1.53 -0.03
H -1.498 -3.435 -0.384 0.13 0.02 -0.10 0.15
H -0.620 2.123 -6.394 -0.24 0.13 0.01 0.08
H -1.200 1.310 0.776 0.08 0.04 -0.15 0.09
C -1.584 0.738 -0.060 0.00 -1.29 0.29 0.17
O 2.014 -2.697 1.879 -1.33 -0.74 -1.60 -0.08
H 0.845 0.738 5.027 0.20 -0.01 -0.08 0.13
H 1.862 1.784 4.309 0.08 -0.11 0.20 0.12
H 5.767 -1.692 7.579 -0.07 -0.05 -0.14 0.11
C -1.871 2.309 -4.651 1.92 -1.33 0.33 -0.31
O 1.354 -4.372 0.576 -0.73 0.73 -0.30 0.14
C -1.592 2.553 -6.124 0.10 -0.25 0.09 -0.06
H -2.358 2.093 -6.769 0.21 0.16 0.28 0.09
C 5.155 -1.779 6.684 0.28 -0.14 0.15 0.02
H -3.355 4.745 -5.169 -0.10 -0.34 0.09 0.09
H -4.806 4.129 -4.347 0.23 -0.06 -0.21 0.08
C -3.080 2.869 -4.075 -1.33 0.21 1.65 -0.31
N 2.721 0.648 5.736 -0.44 -0.04 -0.86 0.05
C -3.466 2.535 -2.812 -0.44 0.73 -1.44 0.05
H -1.571 3.626 -6.360 -0.01 -0.27 0.12 0.09
H -1.140 1.442 -2.816 0.10 0.01 -0.23 0.02
Ca 2.249 -0.731 2.771 0.44 -0.13 0.52 1.65
C -3.912 3.830 -4.910 0.00 0.06 0.34 -0.05
H 5.783 -1.792 5.786 -0.24 0.02 0.26 0.11
O 4.331 -0.576 6.702 -1.01 -0.02 -1.26 0.02
H -2.429 1.160 -0.608 0.51 -0.17 0.03 0.07
H -4.370 2.988 -2.401 0.32 -0.24 0.02 0.07
H -2.941 1.791 -2.225 -0.19 0.22 -0.24 0.00
H -0.329 -5.424 -0.035 0.36 0.13 -0.14 0.15
H -1.561 -1.153 -1.073 0.21 0.51 0.29 0.12
C -0.162 -1.123 0.583 1.60 -0.13 2.11 -0.33
H 2.875 1.340 6.466 -0.37 -0.06 -0.31 0.18
```
Positions in Å, forces in eV/Å.

- total energy (eV) = -48024.7382
- energy relative to the best compared isomer or geometry (same formula, charge and spin) (kcal/mol) = 0.0
- highest occupied orbital energy (eV) = -12.12
- charge = +2

=====

The lowest total energy belongs to which entry? C14H23CaN3O5

=====

Among the records above, which one has the lowest highest occupied orbital energy? C14H23CaN3O5

=====

Look up the total energy of the first one. -7393.5910 eV

=====

Please write out number 1 again, unchanged.
ORCA calculation (the ωB97M-V functional and the def2-TZVPD basis) on an isolated molecule of C5H10O.

The geometry in XYZ format:
```
16
Properties=species:S:1:pos:R:3:forces:R:3:lowdin_charge:R:1
O 2.644 0.274 0.168 -0.19 0.13 -0.05 -0.06
H -1.361 -1.803 -0.766 0.26 0.20 0.16 0.10
H -0.238 1.349 0.920 -0.11 0.15 -0.16 0.11
H 2.413 1.196 0.350 0.11 -0.24 -0.09 0.08
C -0.363 1.057 -0.131 0.02 0.30 0.00 -0.17
H 1.770 -1.566 0.378 0.68 -0.20 0.44 0.12
H 0.625 -0.470 -1.365 -0.03 0.19 0.14 0.15
H -1.225 -1.335 0.937 0.13 0.15 -0.09 0.11
H -0.041 1.871 -0.783 -0.20 0.06 0.07 0.11
C 1.532 -0.523 0.556 -0.55 -0.41 -0.13 -0.25
H -2.049 0.488 -1.404 0.01 -0.06 0.15 0.10
C -1.729 0.388 -0.362 -0.19 0.09 -0.03 -0.17
H -2.549 0.694 0.292 0.08 -0.07 -0.12 0.10
C -1.067 -0.988 -0.091 0.03 -0.07 0.09 -0.13
H 1.322 -0.340 1.626 -0.17 -0.29 -0.33 0.13
C 0.316 -0.295 -0.326 0.14 0.08 -0.05 -0.32
```
Positions in Å, forces in eV/Å.

- SMILES = OCC1CCC1
- total energy (eV) = -7393.5910
- energy relative to the best compared isomer or geometry (same formula, charge and spin) (kcal/mol) = 27.1
- highest occupied orbital energy (eV) = -10.10